Entry 1:
Computed, not measured: 2 unconnected molecules or ions with the total composition C6H12Si, with ωB97M-V with the def2-TZVPD basis set.

CARTESIAN COORDINATES (ANGSTROEM)
Si: -2.6537 0.2884 1.0648
C: 2.1360 1.0967 -0.8554
C: 1.9578 -0.2576 -0.4793
C: -1.9100 -0.3032 -0.5961
C: -2.2348 2.0592 1.3332
C: 1.4598 -2.6799 0.2060
C: 1.8074 -1.4241 -0.3325
H: 1.6239 -3.3214 -0.5854
H: -2.5018 -0.6023 -1.4345
H: 2.1463 -3.0271 1.0638
H: 1.5578 1.7676 -0.2246
H: -2.9698 2.8111 1.7536
H: -1.4607 2.1379 2.0083
H: 0.3239 -2.7918 0.5753
H: -1.0804 0.3684 -1.0254
H: 1.6255 1.1803 -1.8176
H: -1.3670 -1.2226 -0.2925
H: 3.2312 1.4703 -0.8621
H: -1.6912 2.4503 0.5004

## Properties
Lowest unoccupied orbital energy: -0.003 Ha
HOMO-LUMO gap: 7.54 eV
Relative energy (zero: lowest compared OMol25 entry of this formula, charge and spin): 105.3 kcal per mole
HOMO level: -7.62 eV

Entry 2:
Computed, not measured: a single C6H7NO2 molecule, with ωB97M-V with the def2-TZVPD basis set.

CARTESIAN COORDINATES (ANGSTROEM)
O: -1.3478 -1.1318 1.1687
O: 1.2351 -0.9866 -0.5324
N: -0.6128 0.4083 -0.3094
C: 2.8645 0.0980 0.4438
C: 1.7461 0.8693 0.4986
C: -3.0252 -0.0558 -0.2203
C: 2.4984 -1.0380 -0.2128
C: 0.7079 0.1284 -0.0468
C: -1.6394 -0.3464 0.2171
H: -3.8179 -0.5286 0.2606
H: -3.3929 1.0260 0.0369
H: 4.0850 0.4595 0.6909
H: -0.9311 0.9523 -1.1817
H: -3.1570 0.0931 -1.1904
H: 1.6792 1.8975 1.0485
H: 3.1079 -1.8453 -0.6714

## Properties
Lowest unoccupied orbital energy: 0.024 Ha
HOMO-LUMO gap: 9.27 eV
Relative energy (zero: lowest compared OMol25 entry of this formula, charge and spin): 50.1 kcal per mole
SMILES: CC(=O)Nc1ccco1
HOMO level: -8.61 eV

Entry 3:
Computed, not measured: 15 unconnected molecules or ions with the total composition C50H135N5O15, with ωB97M-V with the def2-TZVPD basis set.

CARTESIAN COORDINATES (ANGSTROEM)
O: -5.2396 -2.1761 2.4484
O: -2.0140 1.5953 3.7714
O: -2.4172 -4.9665 -3.3005
O: 0.1755 -5.8471 3.5392
O: 2.5213 0.4299 4.4669
O: -5.6741 0.1025 -0.6432
O: -1.9225 3.2652 -0.4809
O: -4.3962 0.4503 3.1227
O: 2.3372 5.3971 2.5842
O: -0.6495 -1.2540 -0.7958
O: 2.5212 5.6447 -4.9722
O: -2.0795 -2.1551 -4.6031
O: 2.8225 -0.8983 -3.5037
O: 4.2834 1.1606 -0.8127
O: 3.1451 -1.8591 0.5125
N: 3.6854 0.7212 1.8156
N: -3.2978 -1.0466 -2.1525
N: 0.5337 0.5405 2.2190
N: 1.3498 2.8655 0.1289
N: 3.1215 2.2521 -3.4845
C: 0.4763 -1.1736 -1.6691
C: 3.6499 -0.4015 4.0928
C: 2.8909 -0.3736 -5.8194
C: 1.7583 -2.4158 -5.0848
C: -3.8866 4.5899 -1.0489
C: -2.7419 -6.1874 -1.3369
C: 4.4829 0.3516 3.0406
C: -1.3181 -2.8277 -6.6938
C: -0.8805 3.1549 5.0556
C: -5.4121 1.2557 2.5493
C: -7.0450 -0.0402 -0.7697
C: 1.5104 4.4985 1.8969
C: -6.2316 1.8449 3.6838
C: 0.9322 3.4487 -3.5995
C: 5.1088 1.6895 3.5665
C: -1.6918 4.9384 -2.2493
C: 2.4464 -6.5165 4.1578
C: 6.2263 -0.1995 -1.1780
C: -1.5077 -1.6672 -5.7693
C: -1.8765 -5.1140 -1.9684
C: -2.8252 1.2430 -2.7683
C: 2.7045 -3.1731 0.1899
C: -2.2449 2.4498 4.9170
C: 5.6664 1.1685 -1.1651
C: 3.0667 6.8943 -4.7772
C: 1.1024 -6.0035 4.6079
C: -2.3854 -0.6546 -6.5197
C: 0.4045 -0.6575 1.3239
C: 1.6635 0.0379 5.5297
C: -0.3814 -5.3736 -1.9557
C: -3.7651 -3.9156 3.3116
C: 3.1650 4.6116 0.0231
C: 3.0817 -4.0655 1.3511
C: -5.0645 0.7239 -1.7801
C: 2.3458 3.6742 0.9143
C: 3.0830 4.6221 -4.1529
C: 0.3840 -6.9628 5.5570
C: -0.5969 -0.3084 0.2501
C: 2.3619 3.3131 -4.1690
C: -2.5742 1.5468 6.1827
C: 0.0351 -1.9092 2.0316
C: -4.8084 2.3298 1.6940
C: 1.8980 5.8600 3.8341
C: -4.4660 -3.3443 2.1095
C: -3.6112 0.3722 -1.8174
C: 6.4856 2.1041 -0.2874
C: 3.2936 -3.7100 -1.1010
C: 2.0443 -0.9636 -4.7252
C: -5.2847 -4.2156 1.1245
C: -2.3803 4.5576 -0.9238
H: 3.0007 -6.9322 4.9638
H: 3.0109 -5.7225 3.6843
H: 3.2991 2.5950 -2.5469
H: 1.0720 2.1265 0.8059
H: -3.3086 -1.1391 -6.7628
H: -5.2703 -3.7617 0.1602
H: -2.0541 -4.1428 -1.4696
H: -5.9958 0.5815 1.9196
H: -1.8994 -0.2864 -7.3796
H: 1.3824 -0.8518 0.9481
H: -0.1735 -6.3454 -2.3944
H: -3.6066 -2.9793 1.5027
H: -4.8976 -5.1776 1.0258
H: 7.3000 -0.1987 -1.1725
H: -0.8352 -2.4824 -7.6230
H: 3.6925 -1.4812 -0.2291
H: -3.0793 3.1109 4.7667
H: 3.2569 7.2292 -3.7497
H: 0.9495 -2.8092 -4.4458
H: -0.5347 -1.1908 -5.6533
H: -3.1737 0.5706 -0.8777
H: 3.9954 6.9884 -5.3507
H: 4.3198 -0.5530 4.9467
H: -7.5118 0.9618 -0.6458
H: 3.2705 -1.3098 3.6484
H: -0.4257 0.6571 -0.2338
H: -2.7201 2.2964 6.9424
H: -2.4145 -1.3922 -4.0926
H: -0.9835 -1.9300 2.3368
H: 0.2183 -2.7691 1.3625
H: 0.9027 -7.1228 6.4910
H: -0.4154 0.7732 2.5887
H: -1.9393 5.9665 -2.4949
H: -1.6057 -0.3314 0.6131
H: 2.3086 -0.1812 -6.7098
H: 0.4462 -2.0459 -2.2774
H: 4.0509 2.3051 -3.9199
H: -0.0318 -5.4275 -0.9023
H: 2.1683 3.0203 -5.2595
H: -4.1414 3.7617 -1.7194
H: -3.7725 -1.7232 -1.5176
H: 0.9949 3.6414 -2.5030
H: -2.7151 -6.2731 -0.2530
H: 2.4704 5.3141 -0.3202
H: -0.0245 2.4590 4.8190
H: -2.0337 5.3131 -0.1264
H: 5.5594 1.6346 -2.1449
H: 4.1491 -4.2501 1.4344
H: -3.4811 0.9467 5.9962
H: -4.0563 1.8463 1.0976
H: -7.3392 -0.3653 -1.7295
H: 2.6518 -3.0622 -4.8903
H: 0.6887 -5.3293 2.9634
H: -2.8849 -3.3503 3.6298
H: 3.9887 5.1956 0.3625
H: -3.8024 -5.9334 -1.5900
H: 5.8774 -0.7547 -2.0662
H: 7.5453 2.0318 -0.5492
H: -5.8696 -2.4326 3.1049
H: 3.2897 -0.1385 1.3992
H: 1.2973 -5.0635 5.0699
H: 5.2459 -0.4070 2.6988
H: 0.0928 -4.5434 -2.4555
H: -0.7330 3.4922 6.0771
H: 1.3924 -1.0319 5.5049
H: -4.3205 3.2077 2.2265
H: 3.1208 -3.0864 -1.9997
H: 0.5137 4.2900 -4.1693
H: 6.3054 1.8018 0.7383
H: 4.1077 4.5109 -4.5237
H: -2.3040 -1.2174 -1.9251
H: 3.7165 -1.0439 -6.0992
H: 4.3950 -3.8125 -1.0379
H: -0.9382 3.2848 -0.4555
H: 1.0943 3.7065 2.6485
H: -2.8021 0.7480 -3.7347
H: 2.3262 -7.3331 3.3923
H: -4.2503 5.5337 -1.4110
H: 2.9436 0.0446 -3.2958
H: 2.1441 0.0505 6.4954
H: 6.1806 3.1610 -0.5645
H: 2.5514 -5.0460 1.3147
H: -6.3058 -4.2756 1.5570
H: 1.7167 2.3629 -0.6917
H: -2.5109 -7.2173 -1.6725
H: -7.1703 2.2587 3.4418
H: -4.4530 -4.2006 4.1505
H: 5.4616 2.4506 2.8244
H: 1.4922 -2.3876 -6.0943
H: -0.5818 4.8486 -2.2042
H: 0.6837 5.0934 1.4930
H: 2.2852 7.6148 -5.0896
H: -3.3008 2.1723 -3.0116
H: 1.8760 5.0607 4.5996
H: 4.3024 2.2031 4.1141
H: 1.0995 0.2172 3.0203
H: -0.7402 3.9153 4.2782
H: -2.7010 0.2001 -5.8895
H: -6.3997 1.1066 4.4821
H: 2.8159 1.1707 2.1208
H: 4.1562 1.1524 0.1354
H: 0.3661 -7.9253 5.0446
H: -5.1846 1.8124 -1.7851
H: -5.6528 0.3265 -2.6871
H: 2.6158 6.5961 4.1766
H: 3.4608 4.0567 -0.8820
H: 5.9676 1.6117 4.2521
H: -1.8165 1.4098 -2.3995
H: 2.7675 -3.4902 2.2373
H: 0.2870 2.5826 -3.8106
H: -0.7138 -3.5990 -6.2359
H: -5.5913 2.7301 0.9914
H: 3.3407 0.5808 -5.6172
H: -5.5577 2.4465 4.2456
H: -7.3632 -0.7627 0.0167
H: 0.6174 -2.0035 2.9582
H: 0.9278 6.3452 3.7739
H: 1.4082 -1.1703 -1.1485
H: -1.6524 0.9190 6.4348
H: 1.1766 -0.3044 -4.6209
H: -0.6463 -6.5951 5.6592
H: 0.7373 0.6400 5.4846
H: -4.5447 -0.4725 2.9171
H: 3.0906 3.0342 1.4486
H: 3.0537 4.8948 -3.0936
H: -2.2793 -3.2715 -6.8894
H: -1.9700 4.2296 -3.0019
H: 0.4722 -0.2273 -2.2580
H: 5.9973 -0.6839 -0.1991
H: -2.9104 1.3290 3.4874
H: -4.3859 4.4085 -0.1015
H: -3.3512 -4.8741 3.0485
H: 2.9899 -4.6906 -1.3808
H: -2.1019 -4.1685 -3.8025
H: 1.6823 -3.1860 0.2407

## Properties
Lowest unoccupied orbital energy: 0.020 Ha
HOMO-LUMO gap: 9.50 eV
Relative energy (zero: lowest compared OMol25 entry of this formula, charge and spin): 0.0 kcal per mole
HOMO level: -8.96 eV

Entry 4:
Computed, not measured: a single CHNO molecule, with ωB97M-V with the def2-TZVPD basis set.

CARTESIAN COORDINATES (ANGSTROEM)
O: 0.7902 0.7819 -0.0208
N: 0.8249 -0.7886 -0.0152
C: -0.1476 -0.0515 -0.0330
H: -1.4675 0.0582 0.0690

## Properties
Lowest unoccupied orbital energy (alpha / beta): 0.026 / -0.048 Ha
HOMO-LUMO gap (alpha / beta): 7.51 / 11.12 eV
Relative energy (zero: lowest compared OMol25 entry of this formula, charge and spin): 31.3 kcal per mole
Spin multiplicity: 3
HOMO level (alpha / beta): -6.80 / -12.42 eV

Entry 5:
Computed, not measured: 5 unconnected molecules or ions with the total composition C44H74Cl2FN3O11, with ωB97M-V with the def2-TZVPD basis set.

CARTESIAN COORDINATES (ANGSTROEM)
Cl: -0.8178 4.8724 -2.3111
Cl: -2.7064 4.4946 1.8876
F: 1.6079 1.6106 0.2801
O: -5.5341 -4.8387 0.2090
O: -2.4331 11.4625 1.7028
O: 1.0185 6.0489 1.0393
O: -0.0425 2.7212 1.3763
O: -4.3328 9.2633 1.1444
O: 0.4571 2.6328 3.4484
O: -1.0741 -6.5536 -0.8646
O: -3.1217 -8.4149 -1.9132
O: -7.6455 -2.8009 -0.1737
O: 3.3248 -6.9302 0.3910
O: 3.7428 -7.4051 3.2818
N: 2.6034 4.3889 0.0228
N: 2.7985 4.2326 -5.3448
N: 0.4188 3.3920 2.4802
C: 2.6410 5.7260 -5.3109
C: 3.9588 2.5395 -0.8527
C: 1.1170 2.6095 -0.7419
C: 1.6726 -1.2666 -3.2344
C: 2.4528 5.9440 -2.5228
C: 2.4421 -7.9839 3.3252
C: 0.0295 0.1136 -1.2502
C: 3.5661 0.5125 4.4374
C: -2.1384 10.0710 1.8660
C: 5.0610 0.1531 3.8573
C: -3.4829 5.6299 -0.7703
C: 5.6713 -0.7816 1.4287
C: 0.6658 -1.2704 -1.9408
C: -3.3486 11.9389 2.6844
C: -2.3420 -6.1538 -1.3959
C: 2.5309 3.3662 -1.1278
C: -6.6429 -1.9223 -0.6722
C: 0.1676 3.5965 0.2193
C: -2.9287 9.2145 0.8716
C: -7.6186 -4.0765 -0.8221
C: 4.0621 1.1264 -1.6760
C: -1.4090 -1.6484 0.5991
C: 4.5505 -7.9635 2.2399
C: 2.7403 3.5695 -3.9983
C: 4.6053 -7.0368 1.0212
C: 5.7285 -0.3661 -0.1630
C: -0.7702 -2.9973 -0.0888
C: -5.2494 -4.2369 1.4682
C: 4.1821 -0.2127 -0.7093
C: -1.0175 -0.1455 0.0263
C: 2.6551 -5.7219 0.7331
C: -5.0221 10.1439 0.2640
C: 1.2437 4.8466 0.4982
C: -1.0599 4.3916 -0.4979
C: -2.5407 -9.4348 -1.1083
C: 5.1425 0.5620 2.2556
C: 0.3866 1.6302 -1.8297
C: -2.3441 4.8292 0.1055
C: 0.2580 -2.7807 -1.3482
C: -0.1919 -7.0316 -1.8755
C: -3.4071 -7.2300 -1.1632
C: 2.4624 6.6944 -4.0013
C: 2.5759 4.2757 -2.5292
C: -6.9268 -5.1295 0.0493
H: 4.1376 2.3535 0.3118
H: -2.1270 -10.1998 -1.7707
H: -3.6075 5.0464 -1.8041
H: 1.1282 -1.9117 -4.0785
H: -2.2584 -5.9071 -2.4613
H: 1.8091 -7.3562 3.9576
H: 0.6995 -3.7720 -1.8445
H: 3.1445 0.9422 -2.3780
H: 5.8278 0.8460 4.4258
H: -8.6595 -4.3774 -0.9769
H: 2.5007 -8.9815 3.7682
H: 5.3653 -0.9809 4.0175
H: 3.9381 -1.2077 -1.3192
H: 0.2014 -6.1866 -2.4467
H: -6.9429 -1.5438 -1.6536
H: 6.7492 -1.1105 1.7443
H: -0.6467 2.0439 -2.2478
H: -5.6683 -2.4093 -0.7462
H: 2.6864 -5.5235 1.8066
H: -4.3712 -6.8525 -1.5180
H: -3.2385 6.7595 -0.9742
H: 3.2090 -0.2168 5.2902
H: -2.6361 -5.2459 -0.8619
H: -3.5088 -7.4599 -0.0955
H: -7.4210 -5.2195 1.0242
H: 1.8697 -0.2182 -3.7136
H: 1.1034 1.5956 -2.7823
H: -6.9915 -6.0992 -0.4520
H: -2.8309 12.0580 3.6397
H: -4.2018 11.2675 2.8104
H: -1.5607 0.7605 0.5712
H: 2.3598 6.5334 -1.4957
H: 1.9882 -8.0490 2.3331
H: 1.6088 -5.8124 0.4297
H: -4.2400 -3.8196 1.4277
H: 6.3092 0.6325 -0.3773
H: 4.1911 -8.9610 1.9596
H: 2.3564 7.8637 -4.0756
H: 4.0619 0.9024 1.9489
H: -1.7348 -9.0529 -0.4780
H: -3.3131 -9.8932 -0.4842
H: -5.9497 -3.4324 1.7066
H: -7.1403 -4.0030 -1.8065
H: -4.5134 11.1047 0.1611
H: 2.7147 0.5205 3.6243
H: -0.6847 -7.7344 -2.5520
H: 2.6642 6.2837 -6.3670
H: -4.5293 5.4747 -0.2168
H: 5.9416 1.4083 2.0388
H: 4.8386 3.2406 -1.2443
H: -2.1638 -1.7245 1.5216
H: -6.0201 10.3241 0.6721
H: -3.7185 12.9156 2.3620
H: 3.6362 1.5978 4.9022
H: 5.0201 1.1306 -2.3819
H: -5.2831 -4.9974 2.2527
H: -6.5547 -1.0776 0.0161
H: 3.1059 -4.8869 0.1893
H: 4.9057 -1.6659 1.5215
H: 5.5600 -8.0710 2.6462
H: -1.0705 9.9487 1.6651
H: 2.8588 2.3809 -3.9899
H: -2.3270 9.7505 2.8978
H: 3.4086 -0.2081 0.1886
H: -5.1256 9.6730 -0.7178
H: 6.2174 -1.2438 -0.7979
H: 4.9879 -6.0462 1.2959
H: 5.2891 -7.4673 0.2830
H: 2.6638 -1.8700 -2.9873
H: -2.7220 9.5182 -0.1619
H: -2.6184 8.1708 0.9827
H: 3.3741 5.0895 -0.0330
H: -1.0866 -4.0673 0.3103
H: 0.6418 -7.5435 -1.3881

## Properties
Lowest unoccupied orbital energy: -0.019 Ha
HOMO-LUMO gap: 7.83 eV
SMILES: CCCCCCCC[C@]1(c2cccnc2)NC(=O)[C@@](ON=O)(/C(Cl)=C(/C)Cl)[C@@]1(F)Cc1ccccc1C.COCCOC.COCCOC.COCCOC.COCCOC
HOMO level: -8.34 eV

| no. | electronic energy (Eh) |
| --- | --- |
| 1 | -525.13316 |
| 2 | -437.98800 |
| 3 | -3388.21971 |
| 4 | -168.41692 |
| 5 | -3731.94847 |